# C29H37BrIN7O5PbS

A structure of composition C29H37BrIN7O5PbS in a non-equilibrium geometry (ωB97M-V with the def2-TZVPD basis set, the Open Molecules 2025 dataset).

HOMO energy in Eh: -0.2412
LUMO in eV: 0.25
Relative energy (zero: lowest compared OMol25 entry of this formula, charge and spin) in kcal/mol: 28.8
Gap between HOMO and LUMO in eV: 6.8

Element x y z (Å)
Pb  -0.61  0.21  -0.97
C  2.22  2.04  2.90
N  2.20  0.60  2.69
C  2.25  -0.17  3.91
C  2.05  0.14  1.44
O  2.05  0.88  0.47
C  1.85  -1.38  1.26
O  1.39  -1.74  -0.02
C  2.35  -2.01  -1.01
C  2.44  -0.92  -2.08
O  1.71  0.05  -2.07
N  3.36  -1.08  -3.05
C  3.39  -0.11  -4.13
C  4.22  -2.21  -3.25
H  3.18  2.34  3.33
H  2.08  2.53  1.94
H  1.41  2.32  3.58
H  3.13  0.14  4.49
H  1.37  0.05  4.51
H  2.32  -1.23  3.72
H  2.79  -1.90  1.49
H  1.06  -1.72  1.94
H  3.33  -2.18  -0.56
H  2.01  -2.93  -1.52
H  2.79  0.75  -3.84
H  4.42  0.21  -4.30
H  2.99  -0.54  -5.04
H  4.29  -2.83  -2.36
H  3.86  -2.83  -4.08
H  5.22  -1.86  -3.49
C  -2.31  4.46  -0.21
C  -2.12  3.87  1.16
N  -1.91  4.68  2.15
C  -1.70  4.19  3.37
C  -1.62  2.84  3.65
C  -1.39  2.40  5.07
O  -0.23  1.59  5.19
C  -1.78  1.92  2.58
C  -1.70  0.53  2.84
N  -1.61  -0.37  1.92
C  -1.59  -1.71  2.16
C  -0.85  -2.34  3.18
C  -0.78  -3.72  3.26
C  -1.46  -4.51  2.34
C  -2.23  -3.91  1.36
C  -2.28  -2.54  1.27
I  -3.48  -1.58  -0.17
C  -2.12  2.43  1.28
O  -2.44  1.70  0.29
H  -2.63  5.50  -0.13
H  -3.04  3.88  -0.76
H  -1.36  4.42  -0.74
H  -1.58  4.93  4.15
H  -2.27  1.85  5.44
H  -1.28  3.30  5.69
H  -0.11  1.37  6.12
H  -1.79  0.22  3.89
H  -0.34  -1.72  3.91
H  -0.20  -4.18  4.04
H  -1.41  -5.58  2.39
H  -2.79  -4.51  0.65
N  -2.82  1.06  -2.31
N  -2.72  2.16  -3.15
C  -1.56  2.83  -3.29
N  -1.60  3.96  -4.03
S  -0.09  2.30  -2.69
H  -3.36  0.31  -2.72
H  -3.15  1.30  -1.37
H  -3.58  2.64  -3.43
H  -2.47  4.42  -4.23
H  -0.76  4.50  -4.06
Br  0.69  -4.77  -5.76
C  0.05  -3.44  -4.52
C  -0.26  -3.81  -3.23
C  -0.63  -2.82  -2.33
C  -0.70  -1.47  -2.67
C  -0.42  -1.16  -4.00
C  -0.04  -2.12  -4.93
H  -0.19  -4.84  -2.92
H  -0.86  -3.13  -1.32
H  -0.46  -0.13  -4.33
H  0.20  -1.85  -5.95

=====

# C6H8S2

The molecule C6H8S2 in a non-equilibrium geometry (ωB97M-V with the def2-TZVPD basis set, the Open Molecules 2025 dataset).

HOMO energy in Eh: -0.3280
SMILES: S[C@]12C=C[C@](S)(C1)C2
LUMO in eV: 0.70
Relative energy (zero: lowest compared OMol25 entry of this formula, charge and spin) in kcal/mol: 79.8
Gap between HOMO and LUMO in eV: 9.6

Element x y z (Å)
S  -2.80  -0.43  -0.26
C  -1.06  0.06  -0.10
C  -0.53  1.51  -0.24
C  0.81  1.39  -0.07
C  1.00  -0.11  0.08
S  2.77  -0.41  -0.18
C  -0.04  -0.60  -1.12
C  -0.17  -0.55  1.07
H  -3.47  -0.28  1.04
H  -1.07  2.47  -0.29
H  1.57  2.28  0.06
H  2.77  -1.70  0.01
H  0.05  -1.70  -1.09
H  0.29  -0.31  -2.14
H  -0.03  -1.69  1.17
H  -0.08  0.08  2.05

=====

# C37H35IN2O4PTa

A structure of composition C37H35IN2O4PTa in a non-equilibrium geometry (ωB97M-V with the def2-TZVPD basis set, the Open Molecules 2025 dataset).

HOMO energy in Eh: -0.5210
Net charge: +2
LUMO in eV: -7.12
Relative energy (zero: lowest compared OMol25 entry of this formula, charge and spin) in kcal/mol: 22.4
Gap between HOMO and LUMO in eV: 7.1

Element x y z (Å)
Ta  -0.18  0.10  0.55
C  -2.49  -3.25  -0.91
C  -1.13  -3.39  -1.50
N  -0.87  -4.42  -2.29
C  0.31  -4.51  -2.90
C  1.34  -3.58  -2.77
C  2.62  -3.74  -3.55
O  2.97  -2.54  -4.22
C  1.11  -2.50  -1.90
C  2.16  -1.50  -1.65
N  2.02  -0.39  -1.02
C  3.22  0.40  -1.06
C  3.97  0.52  -2.23
C  5.15  1.24  -2.22
C  5.61  1.85  -1.06
C  4.86  1.76  0.11
C  3.68  1.04  0.08
I  2.49  1.01  1.79
C  -0.13  -2.45  -1.29
O  -0.32  -1.40  -0.45
H  -3.03  -4.19  -1.02
H  -3.05  -2.47  -1.43
H  -2.46  -2.98  0.15
H  0.44  -5.37  -3.54
H  2.52  -4.57  -4.24
H  3.45  -3.98  -2.88
H  2.53  -2.52  -5.08
H  3.13  -1.77  -2.05
H  3.62  0.06  -3.14
H  5.72  1.33  -3.13
H  6.53  2.40  -1.06
H  5.20  2.24  1.01
C  1.64  -3.22  4.84
C  1.30  -1.77  5.04
C  1.78  -1.15  6.19
C  1.46  0.16  6.51
C  0.62  0.89  5.68
C  0.14  0.30  4.53
C  0.49  -1.01  4.19
P  -0.23  -1.54  2.61
C  0.56  -3.03  1.94
C  1.90  -2.82  1.62
C  2.68  -3.80  1.03
C  2.09  -5.02  0.74
C  0.76  -5.24  1.04
C  -0.04  -4.27  1.65
C  -1.45  -4.65  1.97
C  -2.01  -1.63  2.84
C  -2.54  -2.36  3.91
C  -3.91  -2.43  4.09
C  -4.75  -1.77  3.19
C  -4.22  -1.02  2.16
C  -2.84  -0.92  1.97
C  -2.32  0.01  0.89
H  1.92  -3.66  5.80
H  2.48  -3.36  4.16
H  0.81  -3.80  4.45
H  2.40  -1.72  6.86
H  1.85  0.60  7.42
H  0.33  1.90  5.94
H  -0.53  0.87  3.89
H  2.37  -1.87  1.87
H  3.72  -3.62  0.82
H  2.68  -5.81  0.29
H  0.31  -6.19  0.81
H  -1.75  -5.50  1.36
H  -2.17  -3.85  1.81
H  -1.54  -4.96  3.02
H  -1.88  -2.86  4.61
H  -4.32  -2.99  4.91
H  -5.82  -1.83  3.32
H  -4.88  -0.49  1.49
H  -2.62  1.02  1.16
H  -2.79  -0.23  -0.07
C  -0.42  4.08  0.81
C  -0.35  2.61  0.75
O  -0.15  1.99  -0.37
O  -0.44  1.86  1.75
H  0.58  4.47  0.61
H  -0.76  4.41  1.79
H  -1.07  4.45  0.01

=====

# C2H7ClOSi

A cluster of 2 separate species, C2H7ClOSi in total in a non-equilibrium geometry (ωB97M-V with the def2-TZVPD basis set, the Open Molecules 2025 dataset).

HOMO energy (alpha / beta) in Eh: -0.2974 / -0.2973
LUMO (alpha / beta) in eV: -0.15 / -0.15
Relative energy (zero: lowest compared OMol25 entry of this formula, charge and spin) in kcal/mol: 107.3
Gap between HOMO and LUMO (alpha / beta) in eV: 7.9 / 7.9

Element x y z (Å)
C  1.50  0.67  -0.74
C  -1.18  0.26  1.66
O  1.01  -0.55  -1.12
Si  -0.58  -0.92  -0.98
Cl  -0.80  -2.84  -0.33
H  1.29  1.54  -1.43
H  2.60  0.50  -0.71
H  1.16  0.96  0.35
H  -0.98  -0.51  2.43
H  -0.43  0.95  1.57
H  -2.12  0.73  1.42
H  -1.46  -0.79  -2.12

=====

# ClFN2O2

A cluster of 2 separate species, ClFN2O2 in total in a non-equilibrium geometry (ωB97M-V with the def2-TZVPD basis set, the Open Molecules 2025 dataset).

HOMO energy (alpha / beta) in Eh: -0.3669 / -0.4353
LUMO (alpha / beta) in eV: 0.31 / -1.46
Spin multiplicity: 3
Gap between HOMO and LUMO (alpha / beta) in eV: 10.3 / 10.4
Expectation value of S²: 2.008

Element x y z (Å)
N  0.10  -0.41  1.39
N  0.12  0.04  -2.02
O  -0.97  -0.40  -2.14
O  0.91  0.29  -1.18
F  -1.19  -0.21  1.84
Cl  1.03  0.69  2.11

=====

# C2H2Cl3NO2

A structure of composition C2H2Cl3NO2 in a non-equilibrium geometry (ωB97M-V with the def2-TZVPD basis set, the Open Molecules 2025 dataset).

HOMO energy in Eh: -0.3475
LUMO in eV: -0.87
Relative energy (zero: lowest compared OMol25 entry of this formula, charge and spin) in kcal/mol: 128.2
Gap between HOMO and LUMO in eV: 8.6

Element x y z (Å)
C  0.94  -1.91  -0.29
C  0.74  1.05  0.15
N  0.15  -1.01  -0.20
O  1.86  -2.57  -0.46
O  -1.13  -0.97  0.27
Cl  1.48  1.29  -1.32
Cl  2.06  0.90  1.27
Cl  -2.67  2.08  0.07
H  -1.71  2.02  0.90
H  -1.73  -0.87  -0.40